[1]
63
Properties=species:S:1:pos:R:3:forces:R:3 method="wB97M-V/def2-TZVPD" e_homo_ev=-13.32 total_charge=+1 total_energy_ha=-2311.093225 de_lowest_kcal_mol=9.54 gap_ev=10.06
P 1.1969 -0.5000 0.1363 -0.0242 0.1791 0.0549
F -0.6407 4.4034 0.2157 0.2413 0.0892 0.0116
F -5.0544 3.3557 5.4472 0.1349 0.0967 0.1235
F -5.9462 3.3005 3.4788 -0.0255 0.0859 -0.1467
F -2.4945 3.7076 -0.6164 -0.1648 -0.0859 -0.1346
F -6.5814 1.9019 4.9899 -0.1294 -0.1548 0.0886
F -1.1165 2.2969 0.2618 0.1332 -0.0477 0.0673
O -4.3988 0.4214 4.4133 -0.0924 -0.2759 0.1433
O -0.3952 -1.4863 2.2755 0.1125 -0.2910 -0.0283
O 0.2842 2.2914 -1.9789 0.1131 -0.2734 0.1248
O 2.6645 -1.6267 -2.9147 0.3424 -0.4324 0.7137
O 1.9812 -1.7845 2.5397 0.0863 0.2595 -0.3892
O -3.5741 2.1738 3.2724 -0.0067 0.1058 0.0916
O -0.8446 4.1132 -2.6653 0.0121 0.1126 0.0447
O 2.1317 -3.7545 -3.5410 1.2687 1.7349 1.1942
O 3.3281 0.7423 1.4793 -0.6121 -0.8159 0.1651
N 3.9633 0.2438 -0.8274 -1.2376 -0.1785 0.0278
C -2.4804 1.3637 2.8218 0.3909 -0.2665 -0.3228
C -1.2110 3.4170 -0.4689 -0.1532 0.0797 0.1738
C -5.5382 2.5494 4.5003 -0.1667 0.0453 -0.0069
C 2.9305 -2.9720 -3.0366 -1.5025 -1.7495 -1.0649
C -0.9583 3.1033 -4.8832 -0.1685 -0.1472 0.2432
C -0.6646 -2.3356 3.4406 -0.7484 0.2997 -0.0079
C -2.1508 -2.4705 3.6384 0.3226 -0.2593 0.0520
C 4.8862 -4.5255 -3.3015 0.3339 -0.0060 0.3930
C -0.4966 3.1898 -1.8112 0.0527 0.2025 -0.2780
C -4.4477 1.5592 4.0587 0.2088 0.1207 -0.1455
C 1.3211 -1.3393 -2.5674 -0.3104 0.1368 -0.4454
C -2.8752 0.5478 1.6073 -0.4262 -0.0898 0.0681
C 0.9670 -1.7773 -1.1462 -0.3427 0.4701 -0.2131
C -0.2264 4.0655 -3.9749 0.1518 0.0515 -0.6308
C 4.2692 -3.3859 -2.5025 0.2714 0.5479 -0.7019
B 3.0188 0.2383 0.2491 1.1078 0.6636 -0.1357
B 0.8632 -1.3588 1.8734 -0.0207 0.1486 0.2474
H 1.1826 -0.2704 -2.6883 0.1171 0.2560 -0.0141
H 1.5005 -2.6650 -0.8255 0.2106 -0.1895 -0.0278
H -1.6800 2.0564 2.5844 -0.0707 0.1949 0.0119
H -0.2888 5.0793 -4.3604 -0.1174 0.0697 0.1780
H -0.0865 -2.0401 -1.1379 -0.2269 -0.0574 0.1705
H 4.5363 -0.5882 -0.8934 0.5172 0.2183 -0.0333
H 0.6438 -1.8078 -3.2703 -0.0754 -0.2849 -0.1141
H -3.2570 1.1812 0.8103 0.0308 0.1178 0.0185
H -2.1306 0.7236 3.6317 -0.1540 0.0027 0.0771
H -0.2304 -1.8779 4.3211 0.3552 0.0706 0.0714
H -2.2867 -3.0762 4.5280 -0.1287 -0.1008 0.2179
H -2.5850 -3.0241 2.8151 -0.2699 0.1229 -0.2223
H -3.6659 -0.1575 1.8642 0.0601 -0.0669 0.0490
H 4.1871 -3.6416 -1.4498 -0.2678 -0.0584 0.2242
H 4.6168 -4.4807 -4.3457 -0.1330 -0.0015 -0.2344
H -2.0151 3.3620 -4.9411 0.0178 0.0743 -0.0716
H -0.2424 -3.3115 3.2506 0.3907 -0.1434 0.0313
H -0.8892 2.0807 -4.5117 0.0823 -0.0087 -0.0302
H 2.1282 -1.2768 3.3425 0.1010 -0.2733 0.4434
H 0.3325 0.5867 -0.0611 -0.1923 -0.2366 -0.1506
H 4.9197 -2.5150 -2.5424 0.0734 0.1847 -0.0053
H 3.4811 0.3622 -1.7121 0.2681 -0.3912 -0.2623
H 5.9635 -4.4439 -3.2256 0.2488 -0.0541 -0.0543
H 3.9079 0.1599 1.9794 0.4126 0.3182 0.2793
H -2.6433 -1.5218 3.8071 -0.1586 0.1650 -0.1155
H 0.8276 3.8123 -3.8792 -0.0216 -0.0910 0.1955
H -0.5329 3.1366 -5.8845 0.0250 0.0358 -0.0061
H 4.6226 -5.4926 -2.8993 -0.2697 -0.2366 -0.0452
H -2.0267 -0.0185 1.2308 0.0230 0.0073 0.0425

=====

[2]
99
Properties=species:S:1:pos:R:3:forces:R:3 method="wB97M-V/def2-TZVPD" spin_multiplicity=2 e_homo_ev="-17.32 / -17.32" total_charge=+4 total_energy_ha=-2960.301163 gap_ev="5.37 / 3.33"
Ca 5.2564 1.9989 24.5435 -0.3669 -1.2202 -1.0405
Ca 2.3963 0.8686 28.7231 -0.7326 -1.1352 -0.3642
O 1.0452 -2.2141 21.1462 -0.7006 1.1100 1.0669
O 3.5208 0.5808 25.3555 0.9531 0.2283 -0.4772
O 6.7059 0.1070 24.2143 -0.5755 1.4744 0.3997
O 3.4317 -1.6380 25.1534 -0.1870 -0.0479 -0.3508
O 2.6215 -0.6043 26.9273 -1.2982 -0.4417 2.7320
N 4.7289 2.3264 22.2055 0.2296 -1.1539 0.4525
N 3.0328 -4.4773 26.5477 -0.2055 -4.4677 2.0444
N 0.9312 -0.5834 29.9620 0.0289 1.1016 -0.0326
C 4.0435 -5.6798 28.5714 -0.3216 -1.0877 0.3031
C 0.1327 -0.3875 32.4480 0.0905 -0.1474 -0.4351
C 2.4006 -3.9959 20.6904 0.8566 -0.1184 -0.3591
C 1.8275 -2.7018 20.1006 0.8289 -0.8015 -0.1559
C 4.9166 4.3494 20.6693 0.5661 0.1286 -0.3975
C 3.1500 -0.5394 25.8155 1.6143 2.6213 -0.6641
C 1.6657 -4.7182 26.9549 -1.8563 2.7561 -0.1687
C 8.6687 -1.1627 23.7802 1.3843 0.0163 -0.4906
C 2.8082 0.6537 22.1493 -0.0364 -0.4767 -0.0305
C 2.6508 -3.6476 22.1468 -0.5107 0.4481 0.9223
C 8.1186 0.1138 24.4743 1.7193 -1.2018 0.3580
C -0.4653 -0.8548 29.4771 -0.6917 0.8921 -0.6614
C -0.5475 -1.0947 27.9641 0.1595 -0.6988 0.1619
C 1.6220 -1.8680 30.0676 0.2155 -1.0969 -0.2163
C 6.3621 -1.1957 23.8109 -1.3661 -1.9710 -1.3578
C 0.6702 -4.2014 25.9073 -0.2085 -0.3256 -0.4660
C 0.9429 0.2102 31.2496 -1.4577 -0.4816 0.7409
C 1.5705 -2.5859 22.4207 -0.1743 -0.5565 -0.6311
C 7.5200 -1.6874 22.9753 -0.6976 0.0269 -0.0909
C 7.0751 1.7765 21.3334 0.4154 1.7318 -0.5319
C 5.0612 3.7451 22.0652 -0.7682 0.6038 0.1549
C 4.8555 -5.1578 24.9872 -0.6635 -0.1991 0.9365
C 3.1061 -1.8381 30.4074 -0.7464 0.6422 1.1749
C 3.8820 -4.4206 27.7111 1.6923 1.9298 0.8551
C 5.5811 1.5055 21.3108 0.7642 -0.7084 -0.3594
C 3.4602 -5.5093 25.6276 1.7337 1.5372 -3.0514
C 3.2973 2.0772 21.9379 -0.6769 -0.2525 0.6003
H 4.8958 -4.1389 27.4268 -0.0554 0.1680 -0.2497
H 8.2784 0.0585 25.5511 -0.0422 0.0223 0.0785
H 0.7041 -3.1282 25.7197 0.4260 0.0991 0.1391
H 8.6588 0.9854 24.1048 -0.6262 0.2965 -0.1964
H -1.5774 -1.1413 27.6100 -0.1176 -0.2787 0.3790
H 5.6563 3.8855 20.0168 -0.0972 0.2027 -0.2128
H 0.4663 1.1736 31.0687 -0.1125 0.1841 -0.4309
H 0.7263 -2.9898 22.9796 -0.0553 0.0688 0.1964
H -0.1449 -0.2944 27.3431 0.4018 0.2786 0.2346
H -1.1560 -0.0222 29.6104 0.5854 0.6322 0.5672
H 3.6190 -3.2252 22.4159 0.3611 0.1301 -0.6568
H 2.6210 -2.0122 19.8129 0.3643 0.2695 0.2362
H 2.7156 2.7188 22.5997 0.0134 0.3955 -0.0128
H 3.6847 -1.1611 29.7788 0.3640 0.0082 -0.4340
H 2.9933 -2.3156 25.6732 -0.1102 -0.7602 -0.1063
H -0.3612 -4.3802 26.2110 0.1178 -0.3289 0.0872
H 4.5482 -5.4836 29.5173 0.1880 0.7026 -0.1852
H 9.4885 -0.9780 23.0859 0.1076 0.5367 0.2114
H 1.5405 -2.3858 29.1119 -0.3436 0.1959 -0.1505
H 5.0749 5.4274 20.6397 0.4201 -0.0403 0.4138
H 7.5325 -2.7634 22.8016 -0.0387 0.0409 0.2476
H 2.6176 0.2444 23.1414 0.6105 0.7523 0.4592
H 1.4544 -5.7654 27.1713 0.4360 -0.1756 -0.0853
H 7.6360 1.1766 20.6167 -0.2816 -0.5910 0.2989
H 1.2390 -2.8080 19.1893 -0.2965 -0.3006 0.3013
H 2.0212 -1.7589 22.9693 -0.2578 0.3372 -0.1148
H 3.4334 -6.4785 26.1256 0.1544 -0.0282 0.3361
H 5.5703 0.4438 21.5576 -0.9553 -0.0168 0.1233
H 1.5411 -4.0993 27.8434 -0.2503 -0.4338 0.2727
H -0.0450 -2.0218 27.6884 -0.0689 0.0150 -0.2217
H 1.7966 0.5929 21.7478 0.2526 -0.2564 -0.7142
H 3.3557 -4.2815 20.2495 -0.3014 -0.2897 -0.4013
H 0.8503 -4.7145 24.9627 -0.2786 0.0463 -0.0623
H 5.2152 1.6354 20.2923 -0.0132 -0.1987 -0.1240
H 3.5143 -3.6672 28.4078 -0.2165 0.2645 -0.3717
H 4.6727 -6.4364 28.1026 -0.3612 -0.1021 -0.2425
H 7.4653 -1.2204 21.9919 0.0697 0.0956 -0.0334
H 3.9406 4.2792 20.1890 -0.1355 -0.5526 0.3829
H 7.5607 1.7547 22.3090 -0.0968 -0.3812 0.1320
H 2.7946 -5.5715 24.7667 -0.4849 0.0214 0.3905
H 6.0597 3.8220 22.4956 0.3876 0.5938 -0.3946
H 6.1235 -1.8829 24.6226 0.4674 0.2625 0.6759
H 1.9440 0.4546 31.6047 0.4633 -0.3818 -0.2028
H -0.9552 -1.6127 30.0884 0.3608 -0.5093 -0.2139
H 3.0197 2.3425 20.9178 0.2714 0.1828 -0.0884
H 2.5635 -4.4846 22.8395 -0.2754 -0.3398 -0.1790
H 1.0838 -2.4879 30.7846 0.1326 -0.1567 0.1832
H -0.9395 -0.4596 32.2659 0.0154 0.2897 -0.3867
H 0.2306 0.2674 33.3138 0.2326 -0.1124 -0.0171
H 1.6668 -4.8002 20.6394 0.1373 -0.0202 -0.2091
H 0.4155 -1.4060 32.7139 0.4280 0.1366 0.1105
H 7.3038 2.7689 20.9448 -0.0737 0.2682 0.1066
H 3.0796 -6.0636 28.9056 -0.0708 -0.2793 -0.3891
H 3.2053 -1.4700 31.4286 0.3334 -0.0560 0.0730
H 3.5174 -0.0349 21.6899 -0.5396 -0.2453 -0.4372
H 5.6424 -5.3022 25.7275 0.2569 -0.5862 -0.4601
H 5.4440 -1.2252 23.2242 -0.2032 0.7143 -0.0472
H 4.9425 -4.1044 24.7210 -0.5092 0.1301 -0.1128
H 4.3834 4.2782 22.7320 -0.1514 0.2271 0.2646
H 3.5525 -2.8324 30.3924 -0.0231 0.1441 -0.1575
H 9.0946 -1.9273 24.4299 -0.3954 0.2297 0.4954
H 4.9360 -5.7272 24.0612 0.4699 -0.1789 0.3346

=====

[3]
19
Properties=species:S:1:pos:R:3:forces:R:3 method="wB97M-V/def2-TZVPD" e_homo_ev=-19.22 total_charge=+2 total_energy_ha=-360.544348 de_lowest_kcal_mol=162.15 gap_ev=9.73
N 0.0417 -0.5751 -0.7226 -2.8755 -3.9865 -0.3970
N 1.4344 -0.0721 0.9012 1.2159 2.3994 -1.4248
N 0.0393 0.8189 -0.7047 -1.5756 0.9580 1.2562
C 1.3038 -1.0383 -0.0645 0.1501 -0.6910 1.0918
C -1.2353 1.3126 -0.0495 0.8207 -0.6440 1.0015
C -1.6575 -1.0768 0.2694 0.2156 2.3210 -5.5965
C 1.3943 1.1009 0.0958 -1.2408 2.7726 2.1977
C -1.8973 0.3297 0.5610 -0.8782 1.7987 0.0385
H 0.0146 1.3756 -1.5400 0.6682 -0.5632 -1.6413
H -1.3849 -1.7437 0.9903 0.7625 -1.9076 1.9412
H -2.7005 0.6911 1.2279 0.0624 -0.6701 -0.3241
H 2.0347 -1.0359 -0.8153 1.3355 0.3833 -1.3210
H -0.1123 -1.1275 -1.5902 0.0142 1.3846 -0.0208
H -1.3246 2.4263 -0.0371 -0.1064 -1.2070 0.1381
H 1.2076 2.1238 0.6266 0.7325 -1.9693 -0.8099
H 2.0026 1.2094 -0.8191 0.8647 -0.3525 1.0356
H 1.4245 -1.9968 0.3768 -1.2856 -1.3440 0.0756
H -2.1941 -1.4825 -0.7269 0.9843 0.6931 2.6816
H 1.5985 -0.2534 1.8767 0.1356 0.6245 0.0775

=====

[4]
82
Properties=species:S:1:pos:R:3:forces:R:3 method="wB97M-V/def2-TZVPD" spin_multiplicity=6 e_homo_ev="-10.30 / -10.28" total_charge=+1 total_energy_ha=-3554.896478 de_lowest_kcal_mol=39.25 gap_ev="7.07 / 3.96"
Ir -0.6505 0.4490 0.7721 -0.4472 0.0900 1.1629
I -4.8509 -1.1031 6.9858 0.2239 0.2573 -0.2850
S 3.6280 2.5582 -0.2626 -0.1631 0.1684 0.1390
S 1.4707 -0.0185 -0.8725 1.0120 0.9817 0.2818
P 3.2461 0.8968 -1.3149 -0.9171 -1.6318 -0.4428
O 3.2499 1.1116 -2.8950 0.7204 0.0269 0.9565
O 4.4663 -0.0514 -1.0411 -0.1463 0.9262 0.1398
O -1.2372 -3.6655 1.6971 -0.1751 0.0314 -0.0253
O -1.3259 2.2803 1.8726 1.0325 -1.4209 -2.8818
O -1.3697 3.8628 3.4268 0.3359 0.3284 -0.5569
N -1.5593 1.5381 -1.0755 0.1422 -0.4481 0.3033
N -2.1217 -2.7004 -3.3193 -0.1913 -0.3343 -0.4534
N -0.4508 -1.5261 1.6769 0.2599 1.3306 -0.4405
N -1.0267 -1.1707 -1.3080 -0.2403 0.3451 -0.3093
N -2.8024 -0.5832 0.8848 0.5505 -0.0052 -0.1084
N 1.1166 0.5256 2.2955 -0.3787 -0.2812 -0.2678
N -2.6560 2.7689 -2.4713 0.3307 0.0623 0.5601
N -2.7367 1.5361 -2.9643 -0.1367 -0.8801 -0.4439
C -2.4177 -1.4223 -3.2141 0.1494 0.5724 0.3923
C 3.1594 1.5816 2.9002 -0.1828 -0.1125 -0.1271
C -1.3783 -2.4682 1.4877 0.1032 0.0285 0.0747
C -3.6097 -2.7601 0.3667 0.1212 0.1416 0.1524
C -4.7272 -2.2095 -0.2384 0.1142 0.1066 -0.0163
C 1.6969 -0.6729 2.4074 0.0850 -0.1432 0.0227
C 2.0971 1.5947 -3.5995 -0.9232 0.3224 -0.6765
C -1.5961 2.7409 3.0188 -1.1002 -0.0597 2.9773
C 3.5892 -2.2121 -1.8134 0.1240 0.0667 0.1638
C -3.7586 0.1556 5.6846 -0.2313 -0.3635 0.2819
C -3.9013 -0.0565 0.3656 -0.3680 0.1506 -0.1669
C 4.8106 -1.3358 -1.6062 0.1779 -0.8263 -0.3460
C 0.8287 -1.8857 2.2294 -0.0722 -0.3642 -0.1290
C -2.9322 -0.4099 4.7268 0.0427 -0.1024 0.0784
C -0.7211 -2.4506 -1.4322 0.0257 -0.3232 -0.3687
C 1.9792 3.1028 -3.4362 0.0772 -0.2707 0.1592
C 3.0506 -0.7920 2.6966 -0.0605 0.1179 0.0975
C 3.7977 0.3490 2.9282 -0.2222 -0.0812 -0.0034
C -2.0680 0.7984 -2.1037 -0.1879 1.0245 -0.1213
C -1.9479 2.7654 -1.3325 -0.0279 0.3266 -0.0281
C -1.8381 -0.6271 -2.2143 -0.1707 -0.9520 -0.4137
C -2.6586 -1.9077 0.9113 -0.3752 -0.4452 -0.0102
C -3.1654 2.3516 4.9495 0.0446 -0.1632 -0.0310
C -4.8844 -0.8312 -0.2265 0.0260 -0.0387 0.2015
C 2.2538 1.1512 -5.0465 0.0753 -0.0114 0.4134
C -3.8722 1.5308 5.8110 -0.0581 -0.0048 0.0724
C 5.5979 -1.1492 -2.8906 -0.0658 0.1668 0.2913
C -2.3430 1.7931 3.9789 0.4076 0.4161 -0.6266
C 1.8171 1.6224 2.5598 0.2928 0.4645 0.0987
C -2.2088 0.4181 3.8858 -0.1658 0.1408 0.0444
C -1.2561 -3.2164 -2.4658 0.1499 0.0992 0.4059
H -2.8430 -1.4812 4.6324 -0.0012 -0.1313 0.0843
H 5.4524 -1.7650 -0.8290 -0.1003 0.0412 -0.1625
H -4.5022 1.9590 6.5770 -0.0551 0.0042 -0.0004
H -3.2502 3.4241 5.0257 0.0665 0.0990 -0.0216
H -5.4559 -2.8383 -0.7267 -0.0900 -0.0773 0.0256
H -1.0110 -4.2635 -2.5891 0.0774 0.0021 0.0900
H 3.8944 -3.1984 -2.1515 0.1265 -0.0665 -0.0595
H 3.0316 -2.3176 -0.8856 -0.0457 -0.0749 -0.0110
H 1.3754 1.4392 -5.6177 -0.0605 0.0465 -0.0572
H -3.4354 -3.8233 0.4023 0.0356 -0.1093 0.0517
H 5.9291 -2.1155 -3.2610 0.0178 -0.0961 -0.0137
H -5.7536 -0.3643 -0.6591 -0.0848 0.0827 -0.0482
H 3.4985 -1.7721 2.7453 0.0402 -0.1135 0.0051
H -1.5405 -0.0182 3.1553 -0.1030 -0.0039 0.1624
H 1.1197 3.4803 -3.9862 -0.0429 -0.0191 -0.0681
H 3.1363 1.6041 -5.4923 0.0496 0.0747 -0.0578
H 1.3410 -2.6263 1.5973 0.0221 0.0635 0.1236
H 4.8540 0.2823 3.1362 0.1006 -0.0219 0.0517
H 1.2909 2.5632 2.4872 -0.1526 0.0906 -0.0314
H 0.6865 -2.3638 3.2115 0.0733 0.0267 -0.1526
H 2.9384 -1.7701 -2.5663 -0.0706 -0.0889 -0.0744
H 2.8778 3.5965 -3.8016 0.0436 0.0511 -0.0637
H 2.3606 0.0699 -5.0914 -0.0142 -0.0955 -0.0578
H -3.9839 1.0194 0.4068 0.0241 0.1488 0.0070
H 4.9747 -0.6749 -3.6438 -0.0313 0.0208 -0.1222
H 1.2150 1.1043 -3.1529 0.2817 0.1616 -0.2133
H 1.8555 3.3500 -2.3814 -0.0610 0.1159 -0.0381
H -3.1296 -1.0138 -3.9182 0.0039 0.1228 -0.0287
H -1.7215 3.6299 -0.7424 -0.0280 0.2154 0.2153
H -0.0460 -2.8740 -0.7076 0.1097 -0.0859 0.1678
H 3.6891 2.4931 3.1153 0.0505 0.1553 0.0286
H -3.1023 3.5375 -2.9522 0.0885 -0.0489 0.1079
H 6.4709 -0.5292 -2.7119 0.1130 0.0807 -0.0299

=====

[5]
7
Properties=species:S:1:pos:R:3:forces:R:3 method="wB97M-V/def2-TZVPD" smiles=SS.S e_homo_ev=-8.91 total_energy_ha=-1196.926077 de_lowest_kcal_mol=7.67 gap_ev=9.23
S 1.8863 1.2836 0.2044 -0.5309 0.2593 -0.1190
S -2.7003 -0.6765 -0.7313 -0.4846 0.0606 -0.7785
S 1.1784 -0.6380 0.6399 -1.3229 1.0561 0.3401
H -4.0615 -0.4442 -0.6248 1.0717 -0.1911 -0.5479
H 0.7633 1.8457 -0.3647 0.6776 -0.6065 0.1752
H 0.0384 -0.1630 1.3019 1.1462 -0.7197 -0.4181
H -2.5703 -0.7445 -2.1210 -0.5570 0.1414 1.3483

=====

[6]
17
Properties=species:S:1:pos:R:3:forces:R:3 method="wB97M-V/def2-TZVPD" smiles="C=CN=C.C=NC" e_homo_ev=-9.49 total_energy_ha=-305.920944 de_lowest_kcal_mol=64.58 gap_ev=10.29
N 1.6320 0.5767 -1.0163 -0.8654 -0.3632 0.6655
N -1.9729 -0.7106 2.3284 0.3254 0.6567 -1.1880
C 1.8319 -0.6701 -1.0175 0.3620 -0.2459 0.0083
C 0.5985 1.0579 -1.8508 0.4576 0.1446 -1.3325
C -1.2032 0.3927 2.8791 0.0169 -0.0078 1.0475
C -1.3779 -1.4362 1.4820 -0.2044 -0.3521 0.3462
C 0.5840 0.9240 -3.1805 -0.3350 -0.3517 0.7937
H -1.9628 -2.0902 0.8374 0.0197 -0.3362 0.3361
H -0.1840 1.6190 -1.3554 0.1889 0.0984 0.2299
H -0.2005 0.5705 2.4722 -0.0242 -0.4242 -0.1768
H 2.4677 -1.1296 -0.2633 0.3905 0.2593 -0.1555
H -0.2330 1.3452 -3.7482 0.0809 -0.0132 -0.1118
H -1.7664 1.3157 2.7274 -0.1004 -0.1218 -0.0103
H 1.4138 -1.3683 -1.7500 -0.4548 0.1475 0.0954
H -0.2864 -1.4997 1.3917 -0.0174 0.4916 -0.3230
H -1.1176 0.2572 3.9624 -0.0003 0.1049 -0.0562
H 1.3044 0.2795 -3.6687 0.1598 0.3130 -0.1684